C4H8O2 | ωB97M-V with the def2-TZVPD basis set

Geometry as ORCA input:
```
! RIJCOSX wB97M-V def2-TZVPD def2/J DEFGRID3
* xyz 0 1
O -1.766 -0.507 0.789
C -0.928 0.409 0.124
C 0.393 0.691 0.859
C 1.337 -0.297 0.145
O 0.427 -1.233 -0.823
C -0.373 -0.166 -1.170
H -1.344 -1.377 0.703
H -1.521 1.309 -0.047
H 0.682 1.747 0.754
H 0.310 0.495 1.930
H 2.216 0.216 -0.306
H 1.407 -1.382 0.617
H 0.243 0.619 -1.679
H -1.083 -0.524 -1.896
*
```

Its total energy is -8370.355 eV. Its structure (SMILES) is O[C@H]1CCOC1. As for the HOMO-LUMO gap: 10.83 eV.